C18H21N5O3S | ωB97M-V with the def2-TZVPD basis set

Computed properties:
- E_LUMO (eV) = -0.20
- electronic energy (Ha) = -1595.6131

ORCA input file:
```
! RIJCOSX wB97M-V def2-TZVPD def2/J DEFGRID3
* xyz 0 1
C -0.90267 0.08406 -3.37293
H -1.52536 -0.76399 -3.25282
H -0.21707 -0.24035 -4.23955
H -1.47889 0.86676 -3.87899
O -0.09757 0.68172 -2.39278
C 0.92336 -0.01000 -1.72268
O 1.36614 -0.96291 -2.13395
C 1.51762 0.48919 -0.71502
C 1.28001 1.70670 -0.17198
N 1.93265 2.27498 0.95618
C 2.96751 1.40021 1.55156
O 3.75563 1.94791 2.34426
N 3.49585 0.54050 0.81293
H 4.05042 -0.13501 1.35780
C 2.53787 -0.38332 -0.04189
C 1.74361 -1.38951 1.00944
C 0.91059 -0.81628 1.89332
C 0.16049 -1.82376 2.72961
C 0.17649 -3.27388 2.29148
C 1.09455 -3.68698 1.52306
C 1.94565 -2.82446 0.56499
C 2.74296 -3.39872 -0.26238
H 2.37869 -2.98924 -1.37006
H 3.75940 -3.03607 -0.09712
H 2.72016 -4.59153 -0.70364
H 1.18208 -4.70349 1.18275
H -0.15819 -3.79177 2.98114
C -0.88797 -1.48620 3.67348
H -1.21378 -0.41643 3.55977
H -0.23342 -1.11109 4.67740
H -1.60323 -2.19592 3.89968
H 0.82833 0.04892 1.94346
H 3.02739 -0.84819 -0.70078
H 1.84191 3.22135 1.35265
C 0.25468 2.77771 -0.58384
H -0.13613 2.56458 -1.66500
H 0.46695 3.72349 -0.46078
S -1.53859 2.35842 0.38429
C -2.45404 2.40762 -1.23080
N -2.13763 2.81206 -2.27690
N -3.25262 2.99704 -3.10628
C -4.17711 2.23557 -2.25460
N -3.64582 2.00633 -1.19063
C -4.34228 1.50936 -0.13323
H -5.31509 0.86791 -0.57635
H -3.91263 0.75910 0.18713
H -4.68750 2.30310 0.58513
H -5.14343 2.29453 -2.92654
*
```

How positive or negative is each atom? The Mulliken charges in e answer that: atom 1 (C): -1.045, atom 2 (H): 0.381, atom 3 (H): 0.299, atom 4 (H): 0.387, atom 5 (O): -0.297, atom 6 (C): 0.040, atom 7 (O): -0.569, atom 8 (C): 0.246, atom 9 (C): 0.770, atom 10 (N): -0.123, atom 11 (C): 0.153, atom 12 (O): -0.718, atom 13 (N): -0.220, atom 14 (H): 0.346, atom 15 (C): -1.402, atom 16 (C): 0.808, atom 17 (C): -0.944, atom 18 (C): 0.431, atom 19 (C): -1.352, atom 20 (C): -0.732, atom 21 (C): 0.726, atom 22 (C): -1.209, atom 23 (H): 0.182, atom 24 (H): 0.279, atom 25 (H): 0.306, atom 26 (H): 0.349, atom 27 (H): 0.611, atom 28 (C): -1.529, atom 29 (H): 0.296, atom 30 (H): 0.260, atom 31 (H): 0.429, atom 32 (H): 1.377, atom 33 (H): 1.657, atom 34 (H): 0.291, atom 35 (C): -1.734, atom 36 (H): 0.327, atom 37 (H): 1.073, atom 38 (S): -0.213, atom 39 (C): 0.312, atom 40 (N): -0.090, atom 41 (N): -0.879, atom 42 (C): 0.165, atom 43 (N): 0.130, atom 44 (C): -1.318, atom 45 (H): 0.312, atom 46 (H): 0.728, atom 47 (H): 0.307, atom 48 (H): 0.396

C18H21NO4S2 | ωB97M-V with the def2-TZVPD basis set

Computed properties:
- E_LUMO (eV) = 0.51
- electronic energy (Ha) = -1850.5852
- SMILES = Cc1cccc(OCC(=O)N(Cc2cccs2)[C@@H]2CCS(=O)(=O)C2)c1

ORCA input file:
```
! RIJCOSX wB97M-V def2-TZVPD def2/J DEFGRID3
* xyz 0 1
C -6.05888 -0.46241 2.28522
C -5.15705 -0.49616 1.08914
C -5.29982 -1.49482 0.12959
C -4.47700 -1.51862 -0.97804
C -3.49530 -0.55649 -1.16095
C -3.34932 0.44312 -0.21090
O -2.42148 1.45475 -0.26456
C -1.57128 1.54399 -1.38576
C -0.55373 0.40521 -1.51928
O -0.48066 -0.22657 -2.55599
N 0.23479 0.13486 -0.45051
C 0.27249 0.93616 0.75720
C 1.32869 2.00001 0.72233
C 2.08652 2.45675 1.75624
C 2.97665 3.48718 1.37635
C 2.88504 3.79362 0.05960
S 1.70460 2.83866 -0.74888
C 1.14145 -0.99982 -0.56219
C 0.68132 -2.18544 0.30645
C 1.70546 -3.27775 0.11279
S 3.26049 -2.33411 0.27936
O 3.63935 -2.28132 1.66468
O 4.24721 -2.78226 -0.66042
C 2.58634 -0.69970 -0.20303
C -4.17909 0.46489 0.90871
H -7.07381 -0.20846 1.98055
H -6.09172 -1.43819 2.76663
H -5.72198 0.27579 3.00802
H -6.05948 -2.25170 0.25676
H -4.59216 -2.29616 -1.71851
H -2.86389 -0.60457 -2.03248
H -2.14856 1.56788 -2.31758
H -1.04218 2.49568 -1.27792
H 0.46063 0.28137 1.61296
H -0.70852 1.39442 0.90918
H 2.01690 2.07073 2.75762
H 3.65546 3.96866 2.05635
H 3.43642 4.52327 -0.49857
H 1.08597 -1.30651 -1.61384
H 0.66470 -1.89833 1.35970
H -0.32219 -2.49587 0.01173
H 1.67703 -4.05076 0.87240
H 1.68581 -3.70839 -0.88332
H 3.16728 -0.31140 -1.03229
H 2.69158 -0.06132 0.66800
H -4.04195 1.25666 1.62963
*
```

How positive or negative is each atom? The Mulliken charges in e answer that: atom 1 (C): -1.405, atom 2 (C): 0.896, atom 3 (C): -0.577, atom 4 (C): -0.889, atom 5 (C): -0.655, atom 6 (C): 0.914, atom 7 (O): -0.511, atom 8 (C): -0.908, atom 9 (C): 1.046, atom 10 (O): -0.686, atom 11 (N): 0.409, atom 12 (C): -1.330, atom 13 (C): 0.511, atom 14 (C): -0.467, atom 15 (C): -0.470, atom 16 (C): -0.553, atom 17 (S): -0.106, atom 18 (C): -0.654, atom 19 (C): -0.699, atom 20 (C): -0.869, atom 21 (S): 1.195, atom 22 (O): -0.670, atom 23 (O): -0.687, atom 24 (C): -0.515, atom 25 (C): -0.649, atom 26 (H): 0.306, atom 27 (H): 0.356, atom 28 (H): 0.348, atom 29 (H): 0.411, atom 30 (H): 0.396, atom 31 (H): 0.488, atom 32 (H): 0.383, atom 33 (H): 0.433, atom 34 (H): 0.199, atom 35 (H): 0.616, atom 36 (H): 0.455, atom 37 (H): 0.396, atom 38 (H): 0.460, atom 39 (H): 0.455, atom 40 (H): 0.353, atom 41 (H): 0.360, atom 42 (H): 0.492, atom 43 (H): 0.400, atom 44 (H): 0.351, atom 45 (H): 0.316, atom 46 (H): 0.356

C18H21NiO6S6 | ωB97M-V with the def2-TZVPD basis set

Computed properties:
- E_LUMO (spin up / spin down) (eV) = 2.19 / 2.19
- electronic energy (Ha) = -5047.4816

ORCA input file:
```
! RIJCOSX wB97M-V def2-TZVPD def2/J DEFGRID3
* xyz -1 1
Ni -0.21892 -1.16138 -0.19837
O 3.12225 1.31217 -1.72518
S 2.54260 0.30851 -0.86699
O 3.26164 -0.93023 -0.73716
O 1.10073 0.11666 -1.16748
C 2.54649 1.05868 0.78202
C 3.23838 2.26411 0.86613
C 3.37999 2.94521 2.06451
C 2.83165 2.42583 3.22031
C 2.13141 1.23249 3.16314
C 1.97628 0.54495 1.96028
S 0.87011 -0.85783 2.12260
O 0.88542 -1.23027 3.50263
O -0.43675 -0.30672 1.61079
O 1.20619 -1.91700 1.15534
H 3.66632 2.65438 -0.04533
H 3.92479 3.88108 2.09095
H 2.93965 2.94026 4.16692
H 1.69503 0.81387 4.05707
C -2.52936 1.85184 1.20775
C -3.32800 0.83104 0.38444
S -2.45920 -0.19786 -0.82465
C -2.29917 0.82123 -2.30185
C -1.02520 1.65228 -2.48309
S -0.41436 2.66986 -1.12806
C -1.50653 4.09626 -1.19215
C -2.92980 3.89765 -0.68823
S -3.12013 3.56124 1.07037
H -1.47229 1.80114 0.97228
H -2.63142 1.62817 2.26993
H -4.14935 1.30490 -0.15642
H -3.78662 0.09934 1.04954
H -3.20605 1.42381 -2.36547
H -2.35137 0.10515 -3.12535
H -1.16334 2.29018 -3.36232
H -0.18557 0.98699 -2.68840
H -1.53159 4.49532 -2.21215
H -1.00696 4.84094 -0.56879
H -3.44282 3.12702 -1.26336
H -3.49893 4.81951 -0.84314
S -0.45961 -2.54123 -1.91327
C 0.13600 -4.04932 -1.19336
C 1.31506 -4.62631 -1.66116
C 1.79838 -5.80371 -1.10931
C 1.12015 -6.42096 -0.06726
C -0.05072 -5.84924 0.41420
C -0.53906 -4.68047 -0.14912
H 1.86237 -4.12285 -2.44723
H 2.72305 -6.22738 -1.48142
H 1.50549 -7.33204 0.37274
H -0.58344 -6.31140 1.23604
H -1.45291 -4.23589 0.22609
*
```

How positive or negative is each atom? The Mulliken charges in e answer that: atom 1 (Ni): 0.383, atom 2 (O): -0.808, atom 3 (S): 1.378, atom 4 (O): -0.694, atom 5 (O): -0.077, atom 6 (C): -0.410, atom 7 (C): -0.399, atom 8 (C): -0.597, atom 9 (C): -0.543, atom 10 (C): -0.744, atom 11 (C): 0.356, atom 12 (S): 1.637, atom 13 (O): -0.702, atom 14 (O): -0.585, atom 15 (O): -0.665, atom 16 (H): 0.543, atom 17 (H): 0.380, atom 18 (H): 0.380, atom 19 (H): 0.506, atom 20 (C): -0.162, atom 21 (C): -0.929, atom 22 (S): 0.092, atom 23 (C): -0.910, atom 24 (C): -0.790, atom 25 (S): -0.033, atom 26 (C): -0.834, atom 27 (C): -0.336, atom 28 (S): -0.167, atom 29 (H): -0.060, atom 30 (H): 0.385, atom 31 (H): 0.613, atom 32 (H): 0.337, atom 33 (H): 0.523, atom 34 (H): 0.461, atom 35 (H): 0.605, atom 36 (H): 0.275, atom 37 (H): 0.383, atom 38 (H): 0.343, atom 39 (H): 0.001, atom 40 (H): 0.393, atom 41 (S): -0.529, atom 42 (C): 0.295, atom 43 (C): -0.402, atom 44 (C): -0.494, atom 45 (C): -0.399, atom 46 (C): -0.520, atom 47 (C): -0.222, atom 48 (H): 0.349, atom 49 (H): 0.335, atom 50 (H): 0.359, atom 51 (H): 0.353, atom 52 (H): 0.349